Record 1
The following is a quantum chemistry calculation of C21H42HgN3O8 as an isolated structure at a distorted geometry, from the Open Molecules 2025 dataset.

maximum force: 3.1 eV Å⁻¹
energy relative to the best compared isomer or geometry (same formula, charge and spin): 496.5 kJ/mol
HOMO-LUMO gap: 4.9858 eV
LUMO level: 2.0292 eV

The geometry in ORCA input format:
```
! RIJCOSX wB97M-V def2-TZVPD def2/J DEFGRID3
* xyz -1 1
Hg 0.351 0.242 -0.674
C -1.191 -3.337 -2.489
C -1.720 -1.949 -2.928
C -3.248 -1.938 -2.833
O -1.162 -0.904 -2.116
H -0.154 -3.377 -2.821
H -1.697 -4.186 -2.948
H -1.099 -3.409 -1.405
H -1.298 -1.788 -3.919
H -3.828 -2.704 -3.348
H -3.728 -0.994 -3.092
H -3.465 -2.293 -1.825
C 2.226 1.199 4.932
C 2.273 2.650 5.144
C 2.094 3.579 3.823
O 2.191 4.758 4.042
C 1.905 2.949 2.579
C 1.864 1.629 2.429
C 2.145 0.677 3.634
O 2.233 -0.585 3.538
O 1.399 1.276 1.269
O 2.120 3.173 6.238
H 2.475 0.566 5.771
H 1.812 3.629 1.745
C 2.553 -3.165 1.124
C 2.124 -1.940 0.367
C 2.329 -2.176 -1.185
O 1.945 -1.013 -1.980
C 2.465 -0.977 -3.297
N 0.660 -1.775 0.585
H 1.902 -4.029 0.990
H 2.797 -2.978 2.169
H 3.452 -3.606 0.694
H 2.680 -1.049 0.661
H 1.874 -3.133 -1.443
H 3.406 -2.293 -1.302
H 2.775 -0.013 -3.702
H 1.629 -1.282 -3.925
H 3.247 -1.681 -3.579
H 0.683 -1.681 1.591
H 0.194 -2.656 0.425
C -1.977 1.532 2.641
C -1.968 0.103 2.211
C -3.238 -0.797 2.395
O -3.137 -2.124 1.731
C -4.321 -2.924 1.615
N -1.693 0.078 0.758
H -2.114 1.601 3.720
H -2.938 1.909 2.294
H -1.182 2.162 2.241
H -1.201 -0.463 2.740
H -4.015 -0.293 1.820
H -3.489 -0.763 3.455
H -4.671 -3.110 2.630
H -4.156 -3.906 1.171
H -5.157 -2.408 1.142
H -1.960 -0.865 0.511
H -2.364 0.702 0.332
C -1.117 3.704 -3.001
C -0.312 2.607 -2.281
C 1.204 2.770 -2.361
O 1.776 1.611 -1.686
C 3.212 1.752 -1.624
N -0.871 2.390 -0.958
H -0.578 3.934 -3.921
H -1.193 4.732 -2.646
H -2.142 3.375 -3.171
H -0.383 1.748 -2.948
H 1.398 3.656 -1.757
H 1.529 2.948 -3.386
H 3.526 2.012 -2.635
H 3.709 0.858 -1.249
H 3.461 2.646 -1.052
H -1.828 2.076 -1.040
H -1.024 3.333 -0.629
*
```

Atom charges from the Löwdin analysis, given in e for atoms 1 to 5: 1.20 -0.08 -0.58 -0.09 -0.38

---

Record 2
The following is a quantum chemistry calculation of an isolated molecule of C5H9NO, from the Open Molecules 2025 dataset.

maximum force: 0.5 eV Å⁻¹
energy relative to the best compared isomer or geometry (same formula, charge and spin): 203.4 kJ/mol
HOMO-LUMO gap: 10.4376 eV
structure (SMILES): C[C@H]1N[C@H]1CC=O
LUMO level: 0.8956 eV

The geometry in ORCA input format:
```
! RIJCOSX wB97M-V def2-TZVPD def2/J DEFGRID3
* xyz 0 1
C 1.660 0.359 -0.355
C 0.321 0.932 -0.776
N -0.649 0.020 -1.387
C -0.979 0.647 -0.112
C -1.167 -0.268 1.083
C -0.272 -1.487 1.128
O 0.263 -1.878 2.140
H 2.007 -0.364 -1.099
H 2.408 1.154 -0.270
H 1.626 -0.148 0.612
H 0.388 1.921 -1.230
H -1.143 0.459 -2.158
H -1.699 1.466 -0.130
H -2.198 -0.655 1.044
H -1.052 0.275 2.027
H -0.153 -2.027 0.168
*
```

Atom charges from the Löwdin analysis, given in e for atoms 1 to 5: -0.05 -0.31 0.05 -0.29 -0.11

---

Record 3
The following is a quantum chemistry calculation of an isolated molecule of C3H7NO2 at a distorted geometry, from the Open Molecules 2025 dataset.

maximum force: 2.7 eV Å⁻¹
energy relative to the best compared isomer or geometry (same formula, charge and spin): 128.6 kJ/mol
HOMO-LUMO gap: 10.4429 eV
structure (SMILES): CNC(=O)OC
LUMO level: 0.9093 eV

The geometry in ORCA input format:
```
! RIJCOSX wB97M-V def2-TZVPD def2/J DEFGRID3
* xyz 0 1
C 0.737 -2.060 -0.055
N 0.522 -0.918 0.830
C 0.014 0.291 0.552
O -0.055 1.051 1.516
O -0.370 0.599 -0.686
C -0.869 1.941 -0.747
H 0.127 -2.929 0.219
H 1.786 -2.374 -0.086
H 0.454 -1.774 -1.079
H 0.629 -0.627 1.837
H -1.714 2.058 -0.064
H -1.176 2.098 -1.779
H -0.086 2.645 -0.458
*
```

Atom charges from the Löwdin analysis, given in e for atoms 1 to 5: -0.06 0.03 -0.64 0.03 -0.01

---

Record 4
The following is a quantum chemistry calculation of an isolated molecule of C4H10O2, from the Open Molecules 2025 dataset.

maximum force: 0.4 eV Å⁻¹
energy relative to the best compared isomer or geometry (same formula, charge and spin): 93.7 kJ/mol
HOMO-LUMO gap: 11.1688 eV
structure (SMILES): COC[C@@H](C)O
LUMO level: 1.0013 eV

The geometry in ORCA input format:
```
! RIJCOSX wB97M-V def2-TZVPD def2/J DEFGRID3
* xyz 0 1
C 2.463 -0.576 -0.440
O 1.373 -0.216 0.369
C 0.220 0.126 -0.370
C -0.901 0.325 0.638
C -2.225 0.667 -0.024
O -1.078 -0.874 1.367
H 2.228 -1.447 -1.071
H 2.769 0.255 -1.095
H 3.293 -0.829 0.224
H -0.056 -0.698 -1.050
H 0.396 1.032 -0.974
H -0.601 1.138 1.320
H -3.034 0.498 0.692
H -2.404 0.022 -0.890
H -2.254 1.714 -0.346
H -0.189 -1.137 1.649
*
```

Atom charges from the Löwdin analysis, given in e for atoms 1 to 5: -0.11 -0.20 -0.20 -0.44 -0.05

---

Record 5
The following is a quantum chemistry calculation of an isolated ion of composition C6H13N and charge -1 at a distorted geometry, from the Open Molecules 2025 dataset.

maximum force: 2.1 eV Å⁻¹
energy relative to the best compared isomer or geometry (same formula, charge and spin): 180.3 kJ/mol
HOMO-LUMO gap (alpha / beta): 2.4208 / 6.2562 eV
LUMO level (alpha / beta): 3.6498 / 3.5565 eV

The geometry in ORCA input format:
```
! RIJCOSX wB97M-V def2-TZVPD def2/J DEFGRID3
* xyz -1 2
C -0.025 0.452 -0.594
C -1.018 -0.606 -1.118
C -2.419 -0.230 -0.819
C -2.970 -0.209 0.432
C 1.485 0.083 -0.565
N 1.953 -0.416 0.736
C 2.260 0.707 1.688
H -0.261 0.761 0.423
H -0.023 1.260 -1.330
H -0.831 -0.624 -2.216
H -0.726 -1.621 -0.823
H -2.948 0.328 -1.627
H -2.433 -0.179 1.364
H -4.050 -0.306 0.633
H 1.747 -0.677 -1.313
H 2.029 0.964 -0.930
H 2.890 -0.793 0.603
H 1.286 1.042 2.035
H 2.903 1.511 1.320
H 2.763 0.326 2.578
*
```

Atom charges from the Löwdin analysis, given in e for atoms 1 to 5: -0.22 -0.33 -0.39 -0.20 -0.30

---

Record 6
The following is a quantum chemistry calculation of a 2-piece molecular cluster, C4H6N4 overall at a distorted geometry, from the Open Molecules 2025 dataset.

maximum force: 8.6 eV Å⁻¹
energy relative to the best compared isomer or geometry (same formula, charge and spin): 701.1 kJ/mol
HOMO-LUMO gap: 7.2282 eV
LUMO level: 0.0536 eV

The geometry in ORCA input format:
```
! RIJCOSX wB97M-V def2-TZVPD def2/J DEFGRID3
* xyz 0 1
C -1.046 -0.842 -0.156
C 0.405 -0.254 -0.185
C 1.012 0.989 -0.205
C 2.535 -0.602 0.141
H -3.987 1.251 -0.323
H -3.713 -0.696 0.681
H -1.211 -2.063 -0.426
H 0.504 1.904 -0.437
H 3.212 1.480 0.669
H 3.533 -1.088 0.107
N -3.119 0.091 0.125
N -1.873 0.239 0.029
N 2.323 0.838 0.026
N 1.425 -1.249 -0.048
*
```

Atom charges from the Löwdin analysis, given in e for atoms 1 to 5: -0.08 -0.27 -0.16 -0.22 0.26

---

Copy entry 4 word for word.
The following is a quantum chemistry calculation of an isolated molecule of C4H10O2, from the Open Molecules 2025 dataset.

maximum force: 0.4 eV Å⁻¹
energy relative to the best compared isomer or geometry (same formula, charge and spin): 93.7 kJ/mol
HOMO-LUMO gap: 11.1688 eV
structure (SMILES): COC[C@@H](C)O
LUMO level: 1.0013 eV

The geometry in ORCA input format:
```
! RIJCOSX wB97M-V def2-TZVPD def2/J DEFGRID3
* xyz 0 1
C 2.463 -0.576 -0.440
O 1.373 -0.216 0.369
C 0.220 0.126 -0.370
C -0.901 0.325 0.638
C -2.225 0.667 -0.024
O -1.078 -0.874 1.367
H 2.228 -1.447 -1.071
H 2.769 0.255 -1.095
H 3.293 -0.829 0.224
H -0.056 -0.698 -1.050
H 0.396 1.032 -0.974
H -0.601 1.138 1.320
H -3.034 0.498 0.692
H -2.404 0.022 -0.890
H -2.254 1.714 -0.346
H -0.189 -1.137 1.649
*
```

Atom charges from the Löwdin analysis, given in e for atoms 1 to 5: -0.11 -0.20 -0.20 -0.44 -0.05

---

Q: Look up the maximum force of the fourth one.
A: 0.4 eV Å⁻¹